(1)
ORCA calculation (ωB97M-V/def2-TZVPD) on an isolated molecule of C5H6N4O3 in a non-equilibrium geometry.

Values from the calculation:
energy relative to the best compared isomer or geometry (same formula, charge and spin)	286.4	kJ/mol
LUMO level	-0.05	eV
energy	-638.679280	a.u.
charge	0
orbital gap	9.0	eV

Each line ends with the Löwdin charge.
Element x y z (Å)
O (-2.622, 2.078, 0.019)  0.077
C (-1.651, 1.329, 0.036)  -0.410
N (-0.367, 1.801, -0.048)  0.058
N (0.615, 0.948, 0.386)  -0.042
C (-0.268, -0.528, 0.208)  0.032
C (-1.554, -0.146, -0.041)  -0.045
N (-2.699, -0.947, -0.137)  -0.385
O (-3.712, -0.396, -0.479)  0.119
O (-2.629, -2.121, 0.181)  0.066
N (0.756, -1.431, 0.193)  0.095
C (2.078, -0.866, 0.141)  -0.167
C (1.825, 0.576, -0.222)  -0.199
H (-0.212, 2.741, 0.351)  0.174
H (0.552, -2.360, 0.170)  0.113
H (2.674, -1.358, -0.650)  0.135
H (2.719, -0.963, 0.944)  0.089
H (2.776, 1.025, 0.275)  0.153
H (1.718, 0.619, -1.327)  0.136


(2)
ORCA calculation (ωB97M-V/def2-TZVPD) on the ion C5H6NO with charge +1 in a non-equilibrium geometry.

Values from the calculation:
energy relative to the best compared isomer or geometry (same formula, charge and spin)	458.2	kJ/mol
LUMO level	-6.24	eV
energy	-323.695453	a.u.
charge	+1
orbital gap	9.0	eV

Each line ends with the Löwdin charge.
Element x y z (Å)
C (-2.218, 1.484, 2.230)  0.151
C (-0.434, -0.222, 2.617)  -0.095
C (0.400, -0.823, 1.773)  0.001
C (-0.164, 0.243, -0.306)  -0.022
C (0.280, 0.496, -1.744)  0.050
N (-1.332, 0.718, 2.252)  -0.057
O (0.542, -0.537, 0.382)  0.090
H (-0.521, -0.618, 3.716)  0.196
H (0.998, -1.785, 1.840)  0.174
H (-1.180, 0.428, -0.052)  0.131
H (1.252, 0.022, -1.748)  0.098
H (0.152, 1.640, -1.785)  0.151
H (-0.474, -0.104, -2.307)  0.132


(3)
ORCA calculation (ωB97M-V/def2-TZVPD) on a structure of composition C5H6NO in a non-equilibrium geometry.

Values from the calculation:
energy relative to the best compared isomer or geometry (same formula, charge and spin)	349.9	kJ/mol
LUMO level	-5.27	eV
energy	-323.736698	a.u.
charge	+1
orbital gap	9.2	eV

Each line ends with the Löwdin charge.
Element x y z (Å)
C (-0.389, 1.043, 0.428)  0.140
C (-1.440, 0.063, 0.582)  -0.083
C (-2.552, 0.027, -0.089)  -0.048
C (-0.238, -0.938, 0.512)  -0.036
C (1.830, 0.173, -0.533)  -0.013
N (0.568, 0.148, 0.094)  -0.105
O (-3.576, -0.114, -0.623)  0.291
H (-0.454, 2.039, 0.622)  0.132
H (2.363, -0.768, -0.517)  0.095
H (-0.105, -1.266, 1.560)  0.160
H (-0.198, -1.800, -0.188)  0.160
H (2.628, 0.967, -0.177)  0.150
H (1.564, 0.426, -1.671)  0.158


> Which of these has the highest energy relative to the best compared isomer or geometry (same formula, charge and spin)?

number 2


> Which value of orbital gap does entry 3 give?

9.2 eV


> What is the formula in the third record?

C5H6NO